Record 1
ORCA calculation (wB97M-V/def2-TZVPD) on the molecule C18H21N3O2 at a distorted geometry.

The relative energy (zero: lowest compared OMol25 entry of this formula, charge and spin) comes out at 3.677 eV. The energy is -27570.314 eV. Its SMILES is COc1ccccc1N1CCN(/N=C/c2cccc(O)c2)CC1. For the LUMO energy, the calculation gives 0.70 eV. The HOMO-LUMO gap is 8.101 eV.

Atoms and positions in Å:
C1 2.27914 -4.56408 2.08362
O1 1.43906 -3.81002 1.24768
C2 0.54613 -4.46999 0.43916
C3 0.45675 -5.85301 0.37353
C4 -0.42090 -6.47295 -0.50097
C5 -1.22890 -5.70916 -1.31958
C6 -1.16634 -4.33102 -1.24373
C7 -0.29328 -3.67993 -0.37460
N1 -0.32824 -2.28425 -0.34780
C8 0.05549 -1.53404 0.82300
C9 -0.74395 -0.22497 0.84871
N2 -0.51551 0.50097 -0.38123
N3 -0.37841 1.79827 -0.53556
C10 -0.28926 2.66063 0.40327
C11 -0.08156 4.05729 0.08673
C12 0.05900 4.49618 -1.23162
C13 0.25270 5.83549 -1.50170
C14 0.31086 6.76476 -0.47777
C15 0.17182 6.34019 0.83953
C16 -0.02197 4.99622 1.11702
H1 -0.12953 4.67223 2.14580
O2 0.23237 7.27776 1.82916
H2 0.11996 6.84979 2.68618
H3 0.46150 7.81410 -0.67388
H4 0.36111 6.16822 -2.52366
H5 0.01262 3.76732 -2.02408
H6 -0.36068 2.41689 1.46767
C17 -0.82350 -0.25373 -1.57129
H7 -0.56669 0.36019 -2.43464
C18 -0.02414 -1.55729 -1.56155
H8 -0.27866 -2.16290 -2.43087
H9 1.05116 -1.31587 -1.60662
H10 -1.89696 -0.49043 -1.60243
H11 -1.81423 -0.45305 0.95613
H12 -0.42332 0.37630 1.69920
H13 1.13043 -1.29734 0.82566
H14 -0.17860 -2.11199 1.71595
H15 -1.81629 -3.73033 -1.86211
H16 -1.91600 -6.18084 -2.00545
H17 -0.46183 -7.55079 -0.53768
H18 1.09194 -6.46734 0.99193
H19 1.70733 -5.16522 2.79840
H20 2.94318 -5.21739 1.50797
H21 2.87857 -3.83499 2.62749

These are the Mulliken partial charges, in e, on atoms 1 to 4: atom 1 (C): -1.010, atom 2 (O): -0.335, atom 3 (C): 0.934, atom 4 (C): -0.530

Record 2
ORCA calculation (wB97M-V/def2-TZVPD) on the molecule C4H9NO2.

The relative energy (zero: lowest compared OMol25 entry of this formula, charge and spin) comes out at 1.313 eV. The energy is -9878.748 eV. Its SMILES is CNCC(=O)OC. For the LUMO energy, the calculation gives 0.91 eV. The HOMO-LUMO gap is 9.973 eV.

Atoms and positions in Å:
C1 1.33727 -0.79475 -1.51492
N1 0.41384 0.29724 -1.81073
C2 0.24988 1.23853 -0.70840
C3 -0.71455 0.68176 0.32348
O1 -1.91055 0.63257 0.14115
O2 -0.10941 0.15893 1.40300
C4 -0.99320 -0.50006 2.31858
H1 2.36989 -0.42916 -1.59637
H2 1.21132 -1.58302 -2.26369
H3 1.21468 -1.24812 -0.51511
H4 -0.50334 -0.06275 -2.06381
H5 -0.18664 2.16935 -1.08460
H6 1.22873 1.45123 -0.26749
H7 -0.41738 -0.68527 3.22778
H8 -1.32540 -1.45483 1.89086
H9 -1.86514 0.12833 2.52027

These are the Mulliken partial charges, in e, on atoms 1 to 4: atom 1 (C): -0.735, atom 2 (N): -0.372, atom 3 (C): -0.580, atom 4 (C): 0.688

Record 3
ORCA calculation (wB97M-V/def2-TZVPD) on a structure of composition C19H28IrN8OS.

The relative energy (zero: lowest compared OMol25 entry of this formula, charge and spin) comes out at 0.237 eV. As for the charge: +3. The energy is -47772.509 eV. For the LUMO energy, the calculation gives -10.21 eV. The HOMO-LUMO gap is 6.908 eV.

Atoms and positions in Å:
Ir1 0.46862 1.11564 0.57004
C1 2.44790 3.28818 0.70761
C2 1.15978 4.05138 0.54507
N1 0.08427 3.06533 0.15166
C3 -1.22635 3.33699 0.83833
C4 -1.10734 2.90512 2.29672
N2 -0.44082 1.55532 2.36519
C5 0.64771 1.44019 3.38325
C6 1.83072 2.27319 2.91931
N3 2.11338 2.02897 1.45125
H1 2.83736 2.98540 -0.26450
H2 3.21904 3.86523 1.21895
H3 0.84496 4.54485 1.46127
H4 1.24701 4.82038 -0.22116
H5 -0.05538 3.12665 -0.85799
H6 -1.48724 4.39237 0.74463
H7 -1.98637 2.75156 0.32073
H8 -0.53265 3.61230 2.89124
H9 -2.09834 2.84912 2.74455
H10 -1.14736 0.84223 2.54570
H11 0.31690 1.74489 4.37745
H12 0.91571 0.38342 3.43002
H13 1.64616 3.33772 3.04529
H14 2.71741 2.03407 3.50485
H15 2.92140 1.41450 1.38000
O1 -0.82899 -0.38431 0.52036
S1 -1.44789 -1.21582 -0.70997
C7 -2.52301 -2.35210 0.08203
C8 -2.21463 -2.95577 1.29903
C9 -3.10363 -3.88106 1.81102
C10 -4.26919 -4.19336 1.11247
C11 -4.55607 -3.58657 -0.10068
C12 -3.68485 -2.64196 -0.62487
C13 -0.09633 -2.18035 -1.31397
C14 0.82576 -2.78047 -0.46020
C15 1.81828 -3.57152 -1.01276
C16 1.87756 -3.75834 -2.39344
C17 0.94934 -3.15542 -3.22911
C18 -0.04992 -2.35159 -2.69205
H16 -1.30902 -2.70792 1.83623
H17 -2.89006 -4.37104 2.75104
H18 -4.96472 -4.90876 1.53019
H19 -5.46329 -3.83404 -0.63397
H20 -3.91132 -2.14364 -1.55959
H21 0.75267 -2.66285 0.61362
H22 2.53063 -4.07104 -0.36944
H23 2.64796 -4.39019 -2.81517
H24 0.99351 -3.31504 -4.29797
H25 -0.78873 -1.88824 -3.33623
N4 0.95484 0.88230 -4.64194
N5 1.35631 0.73165 -3.35402
N6 2.39538 -0.00717 -3.04307
C19 2.36613 0.01406 -1.72123
N7 1.34459 0.75564 -1.28124
N8 0.68864 1.20875 -2.35438
H26 1.72775 0.70380 -5.27311
H27 0.45599 1.75132 -4.78431
H28 3.07983 -0.50396 -1.10275

These are the Mulliken partial charges, in e, on atoms 1 to 4: atom 1 (Ir): 1.431, atom 2 (C): -0.831, atom 3 (C): -0.563, atom 4 (N): -0.683

Record 4
ORCA calculation (wB97M-V/def2-TZVPD) on the molecule C4H3NO at a distorted geometry.

The relative energy (zero: lowest compared OMol25 entry of this formula, charge and spin) comes out at 3.452 eV. The energy is -7729.292 eV. Its SMILES is O=C/C=C1C=N\1. For the LUMO energy, the calculation gives 0.04 eV. The HOMO-LUMO gap is 9.505 eV.

Atoms and positions in Å:
C1 0.31076 -0.42738 -0.80553
C2 1.04108 1.58198 0.34709
C3 0.17630 0.41556 0.16464
C4 -0.56341 -1.47431 -0.73469
N1 0.27988 -1.52862 -1.69990
O1 0.96941 2.35618 1.27020
H1 1.80283 1.69890 -0.44840
H2 -0.59809 0.30068 0.91034
H3 -1.36692 -2.04606 -0.33332

These are the Mulliken partial charges, in e, on atoms 1 to 4: atom 1 (C): 0.567, atom 2 (C): -0.125, atom 3 (C): -0.439, atom 4 (C): 0.024

Record 5
ORCA calculation (wB97M-V/def2-TZVPD) on the molecule C5H4N2S at a distorted geometry.

The relative energy (zero: lowest compared OMol25 entry of this formula, charge and spin) comes out at 2.370 eV. The energy is -19062.359 eV. Its SMILES is N#Cc1c[nH]cc1S. For the LUMO energy, the calculation gives 0.44 eV. The HOMO-LUMO gap is 9.131 eV.

Atoms and positions in Å:
C1 -0.51204 0.18642 -0.52131
C2 -1.38666 -0.61439 0.12484
C3 0.61185 -0.50073 1.33651
C4 0.76414 0.14141 0.00145
C5 1.93467 0.76523 -0.64045
H1 -0.07693 1.98010 -2.15773
H2 -2.48152 -0.98513 0.02204
H3 -0.90691 -1.71196 1.72822
H4 1.18434 -0.96366 2.25561
N1 -0.63518 -0.96959 1.20629
N2 2.63076 1.55799 -1.36291
S1 -1.12652 1.11432 -1.99255

These are the Mulliken partial charges, in e, on atoms 1 to 4: atom 1 (C): 0.145, atom 2 (C): -0.394, atom 3 (C): -0.443, atom 4 (C): 0.543